*w*
15
Properties=species:S:1:pos:R:3 method="wB97M-V/def2-TZVPD" e_lumo_ev=0.59 gap_ev=10.0 homo_energy_ev=-9.42
C 0.02747 2.09694 -0.18505
C -0.98873 -0.07224 0.41175
C -0.05288 -0.18657 1.60175
C 1.13759 -0.08595 1.10646
C 0.95856 -0.14081 -0.37540
C -0.27778 -1.15702 -0.48172
H 0.22801 3.05767 -1.09628
H 1.00768 2.38809 0.48272
H -1.13207 2.24121 0.26723
H -2.05795 -0.16608 0.64139
H -0.30103 -0.63579 2.48467
H 2.23255 0.01521 1.41873
H 1.75463 -0.07293 -1.01889
N -0.20632 0.77316 -0.57478
O -0.63913 -1.87070 -1.45285



*x*
15
Properties=species:S:1:pos:R:3 method="wB97M-V/def2-TZVPD" e_lumo_ev=0.92 gap_ev=10.7 homo_energy_ev=-9.78
C -0.90024 -0.82332 0.35091
C -0.80675 0.31966 -0.52572
C 0.19557 -0.64698 -1.34335
C 0.51001 -1.01316 0.17693
C 1.00098 0.40204 0.69953
C -0.05317 1.37254 0.21484
H -1.58263 0.84006 -1.03934
H 1.09395 -0.25516 -1.83034
H -0.25865 -1.30845 -2.03157
H 1.09227 -1.86571 0.46254
H 1.92305 0.69068 0.89974
H -0.67684 0.55494 1.99776
H 0.11969 2.28161 -0.42960
N 0.08755 1.09244 1.67111
O -1.74479 -1.64118 0.72657



*y*
15
Properties=species:S:1:pos:R:3 method="wB97M-V/def2-TZVPD" e_lumo_ev=0.79 gap_ev=10.4 homo_energy_ev=-9.56
C -0.87263 -1.35273 -0.74934
C 0.46160 1.64420 -0.29228
C 0.10953 -1.01410 0.21223
C -0.99916 1.21344 -0.00531
C -1.08708 -0.23940 0.35753
C 1.23173 -1.40187 0.78892
O -0.26743 2.04472 0.81106
N 1.49769 2.37473 -0.34364
H 2.14194 1.99413 -1.04062
H -1.81094 1.66246 -0.56335
H -0.70381 -1.02966 -1.76712
H -1.38676 -2.29527 -0.61782
H -1.75456 -0.50172 1.17442
H 1.62479 -0.88008 1.65520
H 1.81508 -2.21887 0.38010



Q: Which of them is the most stable? A: *x*.



*w*
15
Properties=species:S:1:pos:R:3 method="wB97M-V/def2-TZVPD" e_lumo_ev=0.57 gap_ev=9.3 homo_energy_ev=-8.76
C -1.50469 1.23854 -0.72733
C -1.32254 0.30221 0.35553
C -0.46870 -0.89809 -0.08438
C 0.81298 -0.64812 -0.81057
C 0.97867 0.30911 1.07276
C 0.83760 -1.03768 0.60242
H -2.01536 2.07869 -0.66318
H -1.00170 0.74739 -1.99279
H -1.37496 0.65371 1.84241
H -1.01254 -1.80347 -0.39859
H 1.15579 -1.37858 -1.61603
H 1.07507 0.47236 2.21727
H 1.10381 -2.00093 0.99080
N 1.40022 1.30728 0.22544
O 1.33633 0.65758 -1.01376



*x*
15
Properties=species:S:1:pos:R:3 method="wB97M-V/def2-TZVPD" e_lumo_ev=0.28 gap_ev=9.1 homo_energy_ev=-8.79
C -0.75344 2.30811 0.29973
C -0.35764 0.94502 -0.06959
C 0.00627 -0.12073 0.62642
C 0.35567 -1.19967 -0.26439
C 0.82730 -2.45131 -0.04253
C -0.28686 0.48527 -1.45268
H -0.17903 3.00970 -0.33180
H -0.43168 2.63749 1.34107
H -1.79108 2.60958 0.09267
H -0.00398 -0.19810 1.68553
H 0.97241 -3.14150 -0.85936
H 0.96089 -2.27881 1.78291
H -0.52217 1.11833 -2.32833
N 0.04673 -0.72300 -1.61689
O 1.15661 -3.00038 1.13726



Q: Which of them is the most stable? A: *x*.



*w*
24
Properties=species:S:1:pos:R:3 method="wB97M-V/def2-TZVPD" e_lumo_ev=-3.22 gap_ev=10.0 charge=+1 homo_energy_ev=-13.21
C 0.32631 -0.23459 -3.30512
N -0.22833 -0.16509 -1.94621
C -1.21723 0.59484 -1.56650
N -1.74026 0.76341 -0.30093
H 0.70521 -1.23402 -3.51812
H 1.13336 0.50544 -3.43306
H -0.44646 0.00503 -4.08833
H 0.45635 -0.48143 -1.25893
H -1.80469 1.14197 -2.36549
H -1.42411 0.43584 0.64076
H -2.60168 1.25378 -0.35623
C 1.05479 -1.88711 1.04500
C 1.13203 -0.43464 1.45662
N -0.20888 0.06462 1.84996
C -0.21044 1.51615 2.16959
H 2.10950 -2.21567 0.72710
H 0.28644 -2.05275 0.20581
H 0.74738 -2.54065 1.91161
H 1.37327 0.10392 0.53440
H 1.87667 -0.34091 2.26567
H -0.60216 -0.52167 2.59442
H -1.27948 1.79228 2.37400
H 0.42481 1.80175 3.07807
H 0.13760 2.12948 1.28589



*x*
24
Properties=species:S:1:pos:R:3 method="wB97M-V/def2-TZVPD" e_lumo_ev=-3.05 gap_ev=11.3 charge=+1 homo_energy_ev=-14.32
C 2.25090 1.25916 -0.19824
C 0.37440 0.48678 -1.52973
N 1.60312 0.18790 -0.93035
N -0.12308 1.72546 -1.43022
N -0.22007 -0.41584 -2.33308
H 1.80488 -0.78831 -0.76934
H 0.50738 2.38070 -0.99019
H -0.72254 1.98886 -2.21687
H -0.27120 -1.41123 -2.15578
H -1.07032 0.09472 -2.60490
H 2.89445 1.81389 -0.86039
H 2.93596 0.87706 0.61323
H 1.57855 1.83329 0.42709
C -0.78141 -0.39170 1.05309
C -1.51436 -1.42151 0.23844
C -0.72005 -0.70198 2.59569
H -1.41414 0.47213 1.05404
H 0.27359 -0.26384 0.78145
H -2.16920 -2.04284 0.89803
H -2.28710 -0.99100 -0.38015
H -1.61435 -1.21842 2.94317
H -0.45694 0.17440 3.18668
H -0.90536 -2.14807 -0.27627
H 0.04689 -1.49958 2.88459



*y*
24
Properties=species:S:1:pos:R:3 method="wB97M-V/def2-TZVPD" e_lumo_ev=-6.64 gap_ev=6.4 charge=+1 homo_energy_ev=-13.07
N -1.58851 3.50698 -0.66414
C 0.25130 -0.33364 1.07992
C -0.55466 -1.48726 0.85726
C 0.16314 -2.65170 0.04437
N -0.63817 -3.76648 -0.30470
C -0.04997 0.99830 0.54656
N 1.10592 1.67063 -0.03574
C 1.94388 0.77542 -0.84650
H -1.61684 3.24430 -1.64981
H -2.54434 3.73193 -0.41425
H -1.03796 4.36016 -0.68680
H 0.80504 -0.33226 2.02093
H -0.95308 -1.81115 1.82748
H -1.40023 -1.19188 0.23871
H 0.58864 -2.17982 -0.83214
H 1.04407 -2.99028 0.58342
H -1.00825 -4.23365 0.51521
H -1.38568 -3.56329 -0.95380
H -0.41041 1.64050 1.36701
H -0.82917 0.91751 -0.21281
H 1.66437 2.12101 0.67821
H 2.76639 1.30621 -1.31111
H 2.38795 -0.03793 -0.25856
H 1.29657 0.30638 -1.58875



*z*
24
Properties=species:S:1:pos:R:3 method="wB97M-V/def2-TZVPD" e_lumo_ev=-2.88 gap_ev=11.1 charge=+1 homo_energy_ev=-13.96
C 1.94078 0.47346 0.11378
C 1.73447 -0.86884 0.78223
C 2.28665 -0.85852 2.20569
N 1.21841 0.53280 -1.20856
H 1.56473 1.31901 0.68755
H 2.99298 0.66879 -0.08417
H 2.27225 -1.62271 0.20258
H 0.67618 -1.13755 0.76892
H 3.36712 -0.75277 2.18703
H 1.86507 -0.04405 2.80301
H 2.06669 -1.80045 2.69868
H 1.60295 -0.14185 -1.86804
H 0.13550 0.32463 -1.05132
H 1.31827 1.45525 -1.62755
C -2.12936 -1.07090 -1.22635
N -3.47640 1.13104 -0.21692
C -2.05763 1.11159 -0.34118
N -1.40904 0.12906 -0.78938
H -1.43394 -1.91269 -1.23007
H -2.50660 -0.93278 -2.23474
H -2.96907 -1.28924 -0.57743
H -3.69719 1.35298 0.75490
H -3.84705 1.92861 -0.73079
H -1.51578 2.00513 -0.01788



Q: Which of them is the most stable? A: *z*.



*w*
116
Properties=species:S:1:pos:R:3 method="wB97M-V/def2-TZVPD" e_lumo_ev=3.79 gap_ev=6.6 charge=-2 homo_energy_ev=-2.80
Y -0.12640 -0.37940 0.17320
O -1.96840 2.81270 4.55000
C -0.98760 2.11270 5.14510
C -0.68530 2.40340 6.47430
C 0.34000 1.74380 7.12560
C 1.06510 0.75790 6.47420
C 0.74060 0.42700 5.17250
C -0.27640 1.08890 4.49740
C -0.59170 0.67880 3.11030
O -0.39020 -0.48510 2.71260
N -1.21780 1.62930 2.39930
N -1.45010 1.32150 1.12120
C -2.45760 1.89890 0.55780
C -2.90900 1.44870 -0.72510
C -4.19550 1.79350 -1.15640
C -4.67880 1.25970 -2.33060
C -3.85310 0.41350 -3.05700
C -2.57710 0.14970 -2.57570
N -2.10490 0.63840 -1.43950
H -1.94240 2.54890 3.58560
H -1.26780 3.16810 6.96940
H 0.57960 2.01370 8.14670
H 1.87400 0.24970 6.98230
H 1.27770 -0.34470 4.64080
H -3.06920 2.61110 1.11410
H -4.78810 2.45330 -0.54290
H -5.67670 1.49640 -2.67250
H -4.18870 -0.03710 -3.97840
H -1.90420 -0.49030 -3.12910
N 7.52430 2.06540 -0.98740
C 6.25110 2.05900 -0.41610
C 5.12080 2.25870 -1.20660
C 3.86520 2.28850 -0.62940
C 3.73400 2.13890 0.73690
C 4.84970 1.97450 1.53810
C 6.10580 1.92910 0.96610
S 2.13510 2.00780 1.52440
O 2.24520 2.55880 2.85190
O 1.13780 2.67920 0.70300
N 1.68020 0.47720 1.50800
C 2.44650 -0.56310 1.75290
N 3.65720 -0.44060 2.32670
C 4.35190 -1.54520 2.50410
C 3.88210 -2.80090 2.15410
C 2.61140 -2.83300 1.58220
N 1.89900 -1.75100 1.37480
H 7.52990 1.84430 -1.97210
H 8.21920 1.55190 -0.46400
H 5.21670 2.36430 -2.27730
H 3.00340 2.41270 -1.26030
H 4.71070 1.87310 2.60040
H 6.98320 1.77510 1.58240
H 5.33370 -1.40600 2.95330
H 4.46080 -3.70180 2.30310
H 2.15170 -3.76700 1.27160
Cl -2.50500 -1.52670 0.51210
O 1.68570 -1.69960 -2.72360
Se 1.24460 0.12050 -2.60620
O -0.45160 -2.05840 -3.38700
O 1.59700 0.34810 -1.01970
O 2.45790 0.73810 -3.45880
C 2.03480 -4.60440 -6.43400
C 1.99640 -5.82960 -5.51050
C 3.43620 -6.17660 -5.12240
C 1.39420 -6.98260 -6.32420
C 1.10510 -5.51520 -4.26890
O -0.10530 -4.97830 -4.76190
C 0.82580 -6.74760 -3.35930
C -0.44690 -7.56160 -3.63360
C -1.74480 -6.81100 -3.49890
C -2.77270 -7.02690 -4.41010
C -3.98470 -6.37030 -4.28320
C -4.17050 -5.48070 -3.23920
Cl -5.68930 -4.65870 -3.08900
C -3.16490 -5.24790 -2.31830
C -1.96920 -5.93330 -2.44120
C 1.77470 -4.44740 -3.34010
N 0.75030 -3.86250 -2.52310
C 0.54770 -2.42680 -2.41880
N 0.04290 -2.21810 -1.10990
C 0.03130 -3.44300 -0.54890
N 0.47210 -4.43380 -1.25800
H 2.57970 -4.84930 -7.34560
H 2.52660 -3.76250 -5.95620
H 1.02110 -4.31080 -6.68980
H 4.01120 -6.37150 -6.02640
H 3.48970 -7.06280 -4.49480
H 3.90460 -5.35280 -4.59190
H 1.90870 -7.05960 -7.28200
H 0.34150 -6.78310 -6.50450
H 1.50010 -7.93370 -5.80920
H -0.46740 -4.46110 -4.01890
H 0.76580 -6.37800 -2.33580
H 1.67840 -7.42700 -3.41170
H -0.45410 -8.37460 -2.89570
H -0.40500 -8.01660 -4.62390
H -2.63380 -7.71070 -5.24020
H -4.78270 -6.53940 -4.99000
H -3.29700 -4.53690 -1.51750
H -1.18680 -5.73640 -1.72120
H 2.22500 -3.63400 -3.91290
H 2.54920 -4.91750 -2.72210
H -0.09940 -2.28040 -4.26210
H -0.35980 -3.59760 0.44450
Br 1.64370 5.45530 -3.51280
C -0.15520 5.03900 -3.89470
C -0.80980 5.79340 -4.85420
C -2.14200 5.53900 -5.12640
C -2.79650 4.52310 -4.44760
C -2.11990 3.77240 -3.50560
C -0.78170 4.01390 -3.19300
I 0.20080 2.85430 -1.58990
H -0.27190 6.57250 -5.37330
H -2.66150 6.13140 -5.86530
H -3.83740 4.31340 -4.64930
H -2.62360 2.98110 -2.97870



*x*
116
Properties=species:S:1:pos:R:3 method="wB97M-V/def2-TZVPD" e_lumo_ev=3.52 gap_ev=6.6 charge=-2 homo_energy_ev=-3.11
Y 0.58179 1.90466 1.20026
O 1.99979 5.73937 -3.27019
C 2.74212 5.82927 -2.13483
C 3.55919 6.93064 -1.91230
C 4.33189 7.02124 -0.76749
C 4.32182 5.99286 0.15931
C 3.51167 4.89320 -0.05259
C 2.70134 4.80081 -1.18228
C 1.75667 3.66078 -1.22962
O 1.90147 2.70789 -0.39997
N 0.84922 3.65962 -2.17190
N -0.29472 3.04048 -2.06956
C -0.80285 2.46408 -3.10590
C -2.13323 1.92972 -3.13974
C -2.70231 1.57862 -4.37850
C -3.95255 1.00547 -4.40984
C -4.61178 0.77418 -3.20848
C -3.99650 1.20257 -2.03850
N -2.80884 1.76253 -1.99862
H 2.03511 6.58021 -3.74158
H 3.58214 7.73058 -2.64667
H 4.93360 7.90409 -0.60328
H 4.92606 6.04864 1.05262
H 3.45970 4.08587 0.66830
H -0.20975 2.36217 -4.02343
H -2.15304 1.78737 -5.28482
H -4.41690 0.73162 -5.35254
H -5.57455 0.28378 -3.18751
H -4.48442 1.08675 -1.07750
N -4.51201 -3.10690 -4.40980
C -3.79899 -2.64316 -3.30585
C -2.64841 -1.87382 -3.48151
C -1.89661 -1.49228 -2.38642
C -2.28681 -1.87964 -1.11980
C -3.41910 -2.64344 -0.93463
C -4.18320 -3.01995 -2.02028
S -1.17276 -1.60964 0.25931
O -1.67656 -2.34417 1.39548
O 0.07705 -2.14816 -0.25060
N -1.00181 -0.02133 0.52608
C -2.12119 0.56828 0.93068
N -3.27176 -0.12010 0.97627
C -4.30820 0.48521 1.52227
C -4.26027 1.78260 1.99804
C -3.06058 2.45656 1.79454
N -2.00603 1.87621 1.25946
H -4.48873 -2.48281 -5.20193
H -5.44583 -3.41455 -4.18009
H -2.35664 -1.57917 -4.48056
H -1.00312 -0.89915 -2.49616
H -3.66255 -2.92617 0.07535
H -5.06483 -3.63165 -1.88265
H -5.21719 -0.10987 1.56979
H -5.10726 2.25441 2.47029
H -2.95323 3.48831 2.10286
Cl 2.85350 1.37694 2.43868
O 1.14220 3.72556 2.22134
Se 0.20096 3.36145 3.54133
O 0.93913 3.65784 4.91633
O -0.16203 1.77599 3.31406
O -1.13000 4.25510 3.45794
C 3.05163 -3.73682 3.69518
C 2.32480 -4.41524 2.52220
C 0.88457 -3.90142 2.45705
C 2.24571 -5.91351 2.87380
C 3.12351 -4.17872 1.18421
O 4.28826 -5.01355 1.17528
C 2.30035 -4.36305 -0.10614
C 1.98257 -5.80291 -0.55025
C 0.54941 -5.94809 -0.97981
C -0.23208 -6.99914 -0.51979
C -1.55083 -7.13905 -0.91661
C -2.08485 -6.21294 -1.79477
Cl -3.71481 -6.40089 -2.33160
C -1.33182 -5.15175 -2.26449
C -0.01978 -5.02413 -1.85202
C 3.74367 -2.75621 1.06270
N 2.93195 -1.74480 0.45634
C 2.06514 -0.89937 1.01446
N 1.68538 0.00174 0.12829
C 2.34716 -0.35416 -0.98854
N 3.11827 -1.40050 -0.83020
H 2.65424 -4.10844 4.63804
H 2.91102 -2.66054 3.68960
H 4.11625 -3.96220 3.66537
H 0.47105 -3.85820 3.46409
H 0.24641 -4.55791 1.86695
H 0.80521 -2.91121 2.02422
H 1.77698 -6.01759 3.85071
H 3.23473 -6.36437 2.92799
H 1.62969 -6.46323 2.16780
H 4.01564 -5.90820 0.94644
H 2.86313 -3.88417 -0.90938
H 1.37921 -3.79173 0.00408
H 2.18154 -6.52954 0.23846
H 2.62686 -6.06836 -1.39646
H 0.18880 -7.72892 0.16072
H -2.15773 -7.95133 -0.54535
H -1.76913 -4.42689 -2.93321
H 0.56203 -4.18629 -2.19936
H 4.61318 -2.87879 0.41141
H 4.09743 -2.38967 2.02247
H 1.73246 -0.96593 2.03145
H 2.25616 0.17483 -1.91698
Br -3.03184 6.81014 1.91290
C -1.23510 7.04893 2.39230
C -0.93226 8.00893 3.33764
C 0.38538 8.20060 3.70814
C 1.38470 7.45900 3.10099
C 1.07153 6.52047 2.13516
C -0.25202 6.28655 1.78300
I -0.74780 4.78248 0.37058
H -1.73181 8.58889 3.77482
H 0.62511 8.92605 4.47019
H 2.41766 7.60654 3.38161
H 1.85379 5.93707 1.67562



Q: Which of them is the most stable? A: *w*.